[1]
85
Properties=species:S:1:pos:R:3:forces:R:3 method="wB97M-V/def2-TZVPD" total_charge=+3
Bi -0.51737 0.09500 -0.99519 0.586 0.710 1.622
P 1.81445 1.06357 0.38722 1.422 0.423 1.442
P -2.34148 2.03913 -0.32131 -1.432 0.989 0.500
P 0.56557 1.59592 -2.84016 0.371 -0.214 -1.679
H -0.39166 -4.36011 -0.97470 0.197 -0.479 0.231
C 0.52473 -4.79008 -1.38883 0.996 1.052 0.099
C 1.73798 -4.37512 -0.95345 -1.151 -0.803 -0.524
H 1.82754 -3.78422 -0.03718 0.053 0.005 -0.419
C 2.18947 0.28408 1.99831 -0.655 -0.499 -0.036
C 2.00345 2.83064 0.87662 -0.854 0.155 -0.375
C 3.44595 0.80235 -0.42759 -0.461 -0.387 -0.717
C -3.89560 1.58940 -1.16320 0.351 -0.568 -0.309
C -2.88812 2.26923 1.40089 0.524 -0.460 0.572
C -2.07074 3.75773 -0.87530 0.721 -0.095 -0.264
C 1.82178 0.48196 -3.57344 0.223 -0.170 0.281
C 1.36591 3.22446 -2.70632 -0.145 0.106 0.529
C -0.68880 1.80162 -4.13718 -0.333 0.151 0.136
H 0.39281 -5.46464 -2.23612 0.164 0.193 0.213
H 2.64918 -4.71902 -1.45683 -0.311 0.096 0.440
H 2.10937 -0.80308 1.89794 0.014 0.138 0.193
H 1.49402 0.63066 2.77094 0.043 -0.183 -0.221
H 3.21363 0.54705 2.29224 -0.207 0.043 -0.263
H 1.30689 3.05310 1.69788 0.189 0.017 -0.284
H 1.80585 3.49716 0.02676 0.077 -0.040 0.380
H 3.03488 2.99064 1.22866 -0.334 -0.239 -0.147
H 3.55268 -0.26570 -0.67147 0.148 0.359 -0.027
H 4.22467 1.09225 0.29598 -0.390 -0.081 -0.222
H 3.55002 1.41093 -1.33728 0.083 -0.267 0.323
H -4.62957 2.39115 -1.02672 0.217 -0.058 0.066
H -4.29622 0.65959 -0.74208 0.056 0.165 -0.090
H -3.71828 1.44687 -2.23475 -0.144 0.010 0.107
H -3.78078 2.90376 1.44487 0.132 -0.027 -0.449
H -2.11220 2.74242 2.01109 -0.017 -0.126 -0.158
H -3.12902 1.31207 1.87123 0.133 0.013 -0.145
H -2.96052 4.35244 -0.64107 0.046 -0.248 0.038
H -1.89663 3.80839 -1.95393 -0.080 0.000 0.110
H -1.21295 4.20672 -0.36370 -0.129 -0.072 -0.018
H 1.72327 0.55597 -4.66717 0.145 -0.055 0.339
H 1.65479 -0.56869 -3.28233 0.034 0.426 -0.241
H 2.83460 0.77394 -3.25869 -0.366 0.005 -0.220
H 1.60080 3.54817 -3.73148 -0.090 -0.140 0.218
H 2.29835 3.16966 -2.12813 -0.303 0.029 -0.216
H 0.68223 3.95117 -2.24328 0.274 -0.147 -0.194
H -0.14803 1.91913 -5.08938 -0.338 0.024 0.231
H -1.28109 2.70196 -3.92165 0.181 -0.147 -0.212
H -1.37736 0.94383 -4.18837 0.401 0.187 -0.087
C -0.86082 -2.96081 -5.25243 -0.397 -0.999 -1.173
C -1.87432 -2.71248 -6.20674 0.416 0.168 0.540
C -1.88298 -3.40289 -7.41976 -0.008 -0.031 0.088
C -0.92344 -4.37633 -7.69900 -0.034 0.141 0.346
C 0.02763 -4.68124 -6.72506 -0.107 0.059 0.250
C 0.05795 -3.99100 -5.50915 0.015 0.298 0.082
S -0.65778 -1.86863 -3.86596 -0.206 0.072 1.283
H -0.80652 -2.57719 -2.66904 -0.020 -0.044 -1.328
H -2.64209 -1.97628 -5.97903 0.130 -0.082 -0.171
H -2.65574 -3.19247 -8.15526 0.107 0.028 0.200
H -0.93580 -4.90910 -8.65321 0.020 0.208 0.370
H 0.75274 -5.46822 -6.90759 -0.071 0.116 0.066
H 0.79287 -4.23632 -4.74473 0.008 0.030 -0.273
C -1.64446 -1.01207 6.88079 -0.045 -0.052 0.660
N -1.35860 -0.30811 5.65029 0.044 0.655 1.092
N -1.46500 -0.90341 4.44416 0.232 0.130 -1.849
C -1.01516 -0.01514 3.45807 -0.154 0.151 1.342
O -1.01342 -0.27994 2.23586 0.128 0.101 -1.131
C -0.63085 1.16672 4.19735 0.142 -0.090 -1.681
C -0.86514 0.94047 5.51513 -0.475 -0.678 1.133
C -0.69656 1.84592 6.69094 0.249 0.482 0.042
C -2.07007 -2.19479 4.29125 -0.090 -0.678 -0.106
C -3.33776 -2.43939 4.83218 0.115 0.008 -0.067
C -3.86002 -3.73337 4.81877 0.167 -0.176 -0.214
C -3.13822 -4.79011 4.24441 0.124 0.410 0.071
C -1.88559 -4.53113 3.67034 -0.321 0.239 -0.081
C -1.36138 -3.23317 3.66540 -0.116 0.110 0.274
H -1.07485 -1.94650 6.96366 -0.198 0.202 -0.210
H -2.71706 -1.20809 6.99101 0.385 0.002 0.042
H -1.32457 -0.36004 7.69464 -0.094 -0.127 -0.098
H -0.24305 2.08783 3.76377 -0.175 -0.330 0.174
H -1.64907 2.03685 7.21445 0.378 -0.195 -0.227
H 0.04391 1.47246 7.41727 -0.324 0.047 -0.278
H -0.32515 2.81095 6.31882 -0.121 -0.267 0.200
H -3.90824 -1.62130 5.28167 0.178 -0.324 -0.201
H -4.83734 -3.91889 5.26138 0.224 0.043 -0.122
H -3.55246 -5.80426 4.24067 0.215 0.461 0.038
H -1.32231 -5.34841 3.22077 -0.112 0.251 0.085
H -0.39969 -3.01527 3.19476 -0.249 -0.127 0.282

***

[2]
83
Properties=species:S:1:pos:R:3:forces:R:3 method="wB97M-V/def2-TZVPD" relative_energy_ev=0.108 total_charge=+2
N 7.84698 -3.60397 1.14187 -0.119 -0.132 0.114
C 6.88517 -4.49792 1.37754 -0.151 -0.065 -0.282
C 5.59552 -4.38316 0.85089 0.137 -0.054 0.186
C 5.26543 -3.28396 0.02664 -0.199 0.761 1.647
C 6.31021 -2.34058 -0.19389 0.073 -0.022 0.047
C 7.56555 -2.54725 0.38062 -0.528 -0.054 -0.227
C 3.93039 -3.10034 -0.52129 1.656 -0.821 -0.067
Sr 1.07066 -2.16207 -1.97540 -0.961 0.815 0.973
P -1.30795 0.75067 -4.36719 -1.098 1.253 -1.186
C 3.61597 -1.95758 -1.26969 -0.487 1.178 -0.018
C 3.36728 -0.65604 -0.63515 1.367 0.577 -0.129
C 3.27392 0.50881 -1.43445 0.040 -0.167 0.478
C 2.80461 1.70044 -0.89902 -0.207 0.108 0.250
C 2.45352 1.80138 0.46603 0.519 -0.455 -0.261
C 2.66994 0.66844 1.29276 -0.113 0.411 -0.260
C 3.10870 -0.52672 0.75488 0.058 -0.336 -0.166
Br -0.03209 0.35219 -0.78015 -0.192 -0.732 -0.547
H 3.22109 -3.93839 -0.39565 0.788 -0.389 -0.897
H 3.77467 -1.94080 -2.36828 -0.987 -0.470 0.341
H 4.86549 -5.14231 1.11157 -0.041 0.081 -0.135
H 6.17556 -1.44523 -0.79656 -0.176 -0.277 0.003
H 7.16230 -5.35234 2.00527 -0.175 0.354 -0.236
H 8.37963 -1.83920 0.21558 -0.261 -0.168 0.023
H 3.55311 0.45345 -2.48731 -0.145 0.082 0.154
H 3.22910 -1.40292 1.40895 -0.163 0.428 -0.311
H 2.63177 2.53201 -1.58893 0.129 -0.318 0.346
H 2.43261 0.69858 2.35916 0.062 0.004 -0.412
P 1.62307 3.27432 1.13348 0.442 -1.004 -0.282
C -0.63120 -0.91413 -3.98115 -0.002 -0.214 0.252
C -1.06711 -1.86546 -5.09660 0.014 -0.215 -0.056
H -1.05811 -1.21187 -2.99839 0.313 0.080 -0.308
H 0.47561 -0.81434 -3.98002 -0.226 0.035 0.161
H -0.80956 -2.90768 -4.87068 0.022 -0.023 -0.132
H -2.15391 -1.81426 -5.22428 0.222 -0.027 0.002
H -0.60736 -1.58197 -6.05365 -0.160 -0.103 0.298
C 0.07125 1.95820 -4.27090 0.311 -0.391 0.323
C -0.25383 3.27440 -4.98685 0.039 -0.098 -0.039
H 0.92868 1.46556 -4.75403 -0.028 0.224 0.103
H 0.29983 2.10879 -3.20617 0.224 0.106 -0.198
H 0.64309 3.89820 -5.03844 -0.145 0.016 0.043
H -0.59424 3.09862 -6.01148 0.061 -0.044 0.133
H -1.04007 3.84160 -4.47930 0.096 -0.100 0.013
C -2.40948 1.32454 -2.98823 0.050 -0.417 0.096
C -3.87354 1.45154 -3.41998 -0.020 0.078 0.080
H -2.03552 2.30449 -2.65826 0.027 -0.268 0.017
H -2.29183 0.62395 -2.14885 -0.197 0.365 -0.146
H -4.47159 1.80830 -2.57294 0.025 -0.073 -0.192
H -3.99161 2.16607 -4.24398 0.047 -0.182 0.160
H -4.28587 0.49226 -3.74789 0.055 0.125 0.027
C -0.00378 2.75826 1.70773 -0.411 -0.102 -0.056
C -0.74653 3.84416 2.48297 -0.043 0.100 0.341
H 0.11705 1.84717 2.31431 0.094 0.238 -0.170
H -0.58000 2.43591 0.82882 0.298 0.135 0.100
H -0.30573 3.98367 3.47390 -0.063 0.052 -0.077
H -0.72645 4.81228 1.97317 -0.123 -0.143 0.021
H -1.79259 3.54809 2.62998 0.277 0.128 -0.087
C 1.50270 4.50876 -0.16787 -0.477 0.130 -0.085
C 2.83929 5.06743 -0.65482 0.114 0.198 -0.001
H 0.86887 5.31550 0.23625 0.160 -0.211 -0.146
H 0.93306 4.04682 -0.99136 0.107 0.078 0.249
H 3.35803 5.60947 0.14061 -0.047 -0.054 -0.129
H 3.50268 4.28501 -1.02744 -0.019 0.167 0.080
H 2.65378 5.77175 -1.47128 0.061 -0.103 0.153
C 2.60631 3.90760 2.49970 0.217 0.462 0.078
C 2.69526 2.98530 3.71654 0.118 -0.324 0.278
H 2.20103 4.89135 2.78410 -0.008 -0.243 -0.135
H 3.61040 4.09146 2.08624 -0.263 0.011 0.122
H 3.42334 2.18457 3.54896 -0.130 0.189 0.041
H 3.03669 3.54764 4.59028 -0.069 -0.050 -0.182
H 1.73958 2.51443 3.98348 0.153 0.216 -0.078
C -1.32738 -1.40462 1.88737 0.272 0.565 -0.122
P -0.46479 -2.67152 0.86320 -0.807 -0.105 0.577
C -0.63915 -4.01376 2.11125 0.334 -0.242 -0.207
C -1.89755 -3.11805 -0.20501 0.107 -0.104 -0.160
H -0.73332 -1.21807 2.79479 -0.213 -0.022 -0.229
H -2.33100 -1.76455 2.17708 0.479 0.063 -0.133
H -1.40787 -0.46979 1.31274 -0.084 -0.357 0.340
H -1.70556 -4.15309 2.34294 0.369 -0.014 -0.017
H -0.21610 -4.94728 1.71970 -0.147 0.096 0.279
H -0.10545 -3.72058 3.02648 -0.110 -0.202 -0.267
H -2.73101 -3.37412 0.45695 -0.015 0.012 -0.282
H -2.19414 -2.28262 -0.84851 0.028 -0.064 0.084
H -1.66151 -3.99285 -0.82317 -0.153 0.036 0.035

***

[3]
95
Properties=species:S:1:pos:R:3:forces:R:3 method="wB97M-V/def2-TZVPD" relative_energy_ev=2.057 total_charge=-1
Hf -11.65136 -5.32784 -9.67663 0.960 -1.411 2.482
C -8.23220 -7.35734 -11.80366 -1.738 1.763 -0.329
C -7.58146 -6.92730 -10.48060 1.543 -1.467 0.111
C -6.06248 -6.97170 -10.87632 -0.551 0.683 1.112
C -5.20382 -6.53203 -9.71318 1.462 -0.474 0.325
C -5.52253 -5.11595 -9.23720 -0.809 -0.530 0.017
C -7.03181 -4.91717 -8.97514 -0.643 -0.609 -0.247
N -7.85850 -5.57532 -10.02529 0.385 -0.009 -1.689
O -9.20447 -5.36576 -9.84634 -3.031 0.553 0.440
C -7.31935 -3.42245 -9.05668 0.240 0.845 1.587
C -7.43338 -5.47153 -7.58394 0.362 0.669 -0.374
C -7.79186 -8.11951 -9.47210 -0.441 -0.289 -0.361
H -9.24280 -6.93916 -11.91303 -0.017 -0.154 0.462
H -8.35379 -8.43245 -11.90171 0.464 -0.045 -0.093
H -7.72689 -6.89730 -12.65750 0.355 -0.380 -0.049
H -5.85402 -6.23370 -11.65580 -0.371 -0.177 -0.346
H -5.85435 -7.97823 -11.23907 0.284 0.014 0.042
H -4.14597 -6.58394 -10.00610 0.019 0.259 -0.193
H -5.19394 -7.26069 -8.89739 -0.525 0.146 0.153
H -5.16848 -4.38194 -9.96485 -0.023 -0.026 -0.116
H -5.04715 -4.90294 -8.27781 0.277 0.013 -0.095
H -7.05329 -2.90912 -9.98020 -0.128 -0.450 -0.372
H -6.69839 -2.93206 -8.29064 0.317 -0.123 -0.090
H -8.30544 -3.11528 -8.70449 -0.351 -0.491 -0.518
H -6.94736 -6.42825 -7.39574 -0.342 -0.177 -0.114
H -8.52338 -5.51338 -7.60049 0.007 -0.342 0.348
H -7.08198 -4.81816 -6.77961 -0.154 0.189 -0.046
H -7.73445 -9.06108 -10.03285 0.815 0.029 -0.078
H -8.77628 -8.29270 -9.02815 -0.102 1.182 0.198
H -7.03466 -8.10087 -8.69211 -0.166 -0.206 0.075
F -11.27007 -4.49723 -7.60090 -0.442 -0.841 -2.714
F -13.48312 -5.40218 -11.09965 1.655 0.093 1.084
C -13.95158 -7.25788 -6.32870 1.474 -1.436 0.081
C -13.03735 -7.09088 -7.35156 -1.889 1.602 0.564
C -11.57484 -7.42569 -7.18345 0.881 -0.666 -1.204
O -10.79233 -7.22914 -8.19545 -1.622 1.480 -0.650
C -11.11271 -8.04697 -6.05761 -0.013 -0.648 0.270
C -11.96399 -8.31107 -4.95500 -0.768 0.790 0.121
C -13.48822 -7.91084 -5.13417 0.070 0.413 1.357
O -14.14605 -8.03913 -4.10487 -0.585 -0.067 -0.527
O -11.64139 -8.67802 -3.83401 0.325 -0.427 -0.353
O -13.47694 -6.47116 -8.41013 2.661 0.427 -1.434
H -14.99468 -7.00044 -6.43677 -0.019 0.040 -0.035
H -10.10232 -8.43606 -6.02408 0.146 0.371 -0.017
C -11.74898 -5.64593 -14.16843 1.406 0.422 -0.474
C -10.78314 -4.93639 -13.25193 -0.698 -1.112 1.760
O -11.00342 -4.94702 -12.05457 0.302 0.357 0.422
N -9.63068 -4.46345 -13.78380 -0.227 0.060 -0.754
C -8.70707 -3.70028 -12.98229 0.361 1.417 1.277
H -12.72638 -5.76240 -13.71808 -0.068 0.308 -0.038
H -11.27378 -6.62071 -14.30722 -0.259 -0.116 -0.164
H -11.68564 -5.10487 -15.11633 -0.720 -0.355 -0.232
H -9.85156 -4.13058 -14.71228 0.826 -0.017 -0.174
H -8.81868 -3.88532 -11.90850 -0.663 -0.409 -0.093
H -8.88807 -2.63075 -13.13497 -0.071 0.038 -0.014
H -7.62236 -3.80821 -13.05564 -0.168 -0.794 -1.045
C -9.57880 -1.14604 -10.70631 -0.350 0.461 -0.794
C -10.82375 -1.97685 -10.89873 -0.583 -0.164 -0.074
O -11.02054 -2.98708 -10.25055 0.028 -0.980 0.727
N -11.75935 -1.55470 -11.78484 0.819 0.048 1.033
C -13.00218 -2.25161 -12.03764 -0.873 1.049 -2.108
H -9.57935 -0.29474 -11.39333 -0.083 0.110 0.142
H -8.69322 -1.71878 -10.95748 0.001 -0.264 0.395
H -9.54941 -0.77581 -9.68508 0.142 -0.167 0.067
H -11.51259 -0.76474 -12.35100 -0.213 0.088 -0.019
H -12.83811 -3.21826 -12.50875 -0.123 -0.138 0.414
H -13.44247 -1.57732 -12.78846 -0.067 -0.482 -0.388
H -13.84619 -2.26668 -11.34818 0.936 -0.248 1.057
C -11.15585 -9.58688 -11.33528 -0.944 -1.040 -1.499
C -11.97926 -8.35406 -11.32093 0.131 1.777 -0.081
O -11.49781 -7.32594 -10.82912 0.557 0.530 0.783
N -13.15858 -8.21826 -11.93999 -0.800 -0.898 0.159
C -13.94126 -9.21495 -12.66964 0.656 0.153 -0.029
H -10.18378 -9.47439 -10.87493 -0.319 0.010 0.595
H -10.97535 -9.84997 -12.38793 0.141 0.300 -0.073
H -11.78966 -10.43453 -11.05933 0.456 -0.043 0.761
H -13.50587 -7.25861 -11.94716 0.041 0.102 0.548
H -15.01731 -9.11418 -12.53710 0.060 0.662 -0.054
H -13.78612 -10.24572 -12.35110 0.628 0.110 0.028
H -13.63486 -9.06854 -13.70644 -0.562 -0.595 -0.294
C -14.36574 -2.67376 -5.60026 -0.717 -0.737 0.563
C -14.88629 -4.10879 -5.85986 1.366 -0.159 -0.923
C -15.38403 -4.16626 -7.31757 -0.784 0.241 1.038
S -14.38889 -2.99294 -8.28089 -0.902 -1.480 0.844
O -15.29477 -2.17158 -9.05381 0.421 0.233 -0.051
O -13.29453 -3.63608 -8.96102 0.003 -0.017 -0.554
C -13.77394 -2.13569 -6.85148 1.405 1.743 -1.010
H -13.60419 -2.79568 -4.83213 -0.135 0.561 0.170
H -15.15007 -1.96682 -5.32192 -0.090 -0.353 0.527
H -15.60174 -4.44861 -5.11575 -0.232 0.069 -0.197
H -14.02887 -4.78505 -5.79676 -0.036 0.034 0.172
H -16.39182 -3.75311 -7.22744 -0.051 0.136 -0.870
H -15.40786 -5.16012 -7.75781 0.314 0.092 -0.156
H -14.03593 -1.09466 -7.06010 -0.213 -0.015 0.206
H -12.68193 -2.12116 -6.84352 -0.028 -0.643 -0.309

***

| no. | HOMO-LUMO gap (eV) | LUMO level (eV) |
| --- | --- | --- |
| 1 | 4.6 | -10.17 |
| 2 | 4.6 | -7.70 |
| 3 | 5.2 | 1.81 |